{"formula": "C9H14Cl2O8Rb", "method": "ωB97M-V with the def2-TZVPD basis set", "energy_ha": -1897.9115, "fmax_ev_per_a": 0.24, "charge": -1, "de_lowest_kcal_mol": 0.00, "gap_ev": 7.935, "species": ["Rb", "O", "C", "O", "C", "O", "C", "C", "O", "O", "H", "H", "H", "H", "H", "C", "C", "C", "O", "C", "O", "O", "H", "H", "H", "H", "H", "H", "H", "Cl", "C", "Cl", "H", "H"], "coordinates": [[-1.15490, 1.15633, -0.40504], [-1.12617, -0.01595, 4.32475], [-1.32048, 0.72759, 3.22598], [-2.12139, 0.44583, 2.37333], [-0.40212, 1.92407, 3.20245], [-0.59851, 2.61579, 2.01298], [0.45014, 3.54834, 1.70461], [0.50187, 3.70927, 0.15941], [1.61656, 3.50187, -0.35326], [-0.59016, 3.98196, -0.39513], [-1.60136, -0.85423, 4.19091], [-0.60698, 2.53794, 4.09204], [0.62541, 1.55061, 3.29770], [0.24230, 4.50554, 2.19508], [1.40603, 3.14818, 2.04934], [0.10106, -0.95838, -3.94941], [0.62374, -1.33886, -2.56802], [1.89211, -2.16474, -2.66620], [0.88663, -0.14007, -1.81445], [-0.50844, -2.08405, -1.78282], [-0.32561, -3.28935, -1.53720], [-1.49409, -1.36908, -1.46922], [0.84485, -0.36304, -4.48843], [-0.81395, -0.37615, -3.84829], [-0.11580, -1.85338, -4.53618], [2.66887, -1.59507, -3.18920], [1.70662, -3.08801, -3.21251], [2.24425, -2.43198, -1.67118], [1.65480, 0.30490, -2.18916], [0.47371, -1.41554, 1.43121], [-1.01786, -2.36386, 1.31186], [-1.43555, -3.11284, 2.88899], [-0.87316, -3.13871, 0.56572], [-1.83243, -1.70493, 1.04933]], "nbo_charge": [0.9538, -0.6897, 0.7940, -0.6182, -0.1690, -0.5442, -0.1788, 0.7199, -0.7451, -0.7928, 0.5062, 0.1887, 0.2013, 0.1692, 0.1709, -0.6229, 0.1363, -0.6224, -0.7512, 0.7629, -0.7577, -0.8276, 0.1882, 0.2240, 0.2079, 0.1782, 0.2225, 0.2250, 0.4716, -0.0439, -0.3814, -0.0985, 0.2794, 0.2436]}

***

{"formula": "C4H13N2", "method": "ωB97M-V with the def2-TZVPD basis set", "energy_ha": -269.4249, "fmax_ev_per_a": 1.10, "charge": 1, "de_lowest_kcal_mol": 47.56, "gap_ev": 9.547, "species": ["C", "C", "N", "H", "H", "H", "H", "H", "H", "H", "H", "C", "C", "N", "H", "H", "H", "H", "H"], "coordinates": [[2.04427, -0.25891, 0.20066], [1.45911, -1.15105, -0.87320], [0.53978, -2.16078, -0.19633], [2.78325, 0.40431, -0.25137], [1.30278, 0.31218, 0.75544], [2.67906, -0.83093, 0.88488], [0.84082, -0.60648, -1.58349], [2.17498, -1.75546, -1.42522], [1.06053, -2.75286, 0.45358], [0.02601, -2.71112, -0.88771], [-0.19490, -1.69947, 0.35313], [-1.84893, 0.29019, 0.31483], [-1.16117, 2.46559, -0.04556], [-1.34453, 1.55996, 0.81707], [-1.65750, -0.48573, 1.06674], [-1.34878, -0.02490, -0.61959], [-2.92358, 0.31178, 0.14348], [-0.92045, 3.45310, 0.33624], [-1.27969, 2.31764, -1.12258]], "nbo_charge": [-0.6592, -0.2078, -0.6795, 0.2647, 0.2448, 0.2294, 0.2280, 0.2333, 0.4438, 0.4446, 0.4461, -0.4519, -0.0385, -0.4004, 0.1738, 0.1453, 0.2405, 0.1958, 0.1473]}

***

{"formula": "C38H41BCaF4N9", "method": "ωB97M-V with the def2-TZVPD basis set", "energy_ha": -3067.8364, "fmax_ev_per_a": 0.83, "charge": -1, "de_lowest_kcal_mol": 0.20, "gap_ev": 6.484, "species": ["Ca", "C", "C", "C", "N", "C", "C", "C", "C", "C", "C", "C", "N", "C", "C", "C", "N", "C", "C", "C", "C", "C", "C", "C", "N", "C", "C", "H", "H", "H", "H", "H", "H", "H", "H", "H", "H", "H", "H", "H", "H", "H", "H", "H", "H", "H", "H", "H", "H", "H", "H", "H", "H", "C", "N", "C", "C", "N", "C", "C", "C", "C", "C", "C", "N", "C", "N", "C", "C", "C", "C", "C", "C", "N", "H", "H", "H", "H", "H", "H", "H", "H", "H", "H", "H", "H", "H", "H", "H", "F", "B", "F", "F", "F"], "coordinates": [[-0.08731, 0.03643, -0.06020], [-0.44521, -4.03088, 0.13266], [0.55437, -4.02400, -1.03822], [0.99799, -2.64279, -1.54565], [1.30391, -1.73168, -0.44597], [2.41041, -1.83425, 0.23476], [3.53326, -2.62106, -0.16974], [4.67711, -3.00349, 0.49877], [5.02758, -2.87631, 1.84123], [4.27568, -2.19526, 2.78682], [3.18125, -1.36168, 2.63267], [2.46886, -0.94706, 1.46469], [1.72768, 0.13505, 1.40796], [1.77650, 1.10562, 2.49860], [0.55884, 1.03455, 3.43860], [-0.73143, 1.61253, 2.82081], [-1.32546, 0.74459, 1.80367], [-2.31063, -0.04764, 2.13971], [-2.78208, -0.24725, 3.48018], [-4.00737, -0.68777, 3.94903], [-5.17928, -0.98836, 3.26569], [-5.27642, -1.09620, 1.87877], [-4.28840, -1.11080, 0.91409], [-2.86494, -0.92753, 1.02849], [-1.97549, -1.38827, 0.18767], [-2.33007, -2.45988, -0.75702], [-1.92808, -3.83127, -0.20946], [-0.14257, -3.27365, 0.85932], [-0.35670, -4.99527, 0.63790], [0.14534, -4.58340, -1.88770], [1.45302, -4.55362, -0.70952], [0.20085, -2.19063, -2.14565], [1.83060, -2.75998, -2.24467], [3.48259, -2.94105, -1.20233], [5.38522, -3.55439, -0.11493], [5.93391, -3.36603, 2.17352], [4.62048, -2.29063, 3.81295], [2.81297, -0.92486, 3.55200], [1.77526, 2.10622, 2.04717], [2.70289, 1.02617, 3.06887], [0.78654, 1.60897, 4.34123], [0.39320, -0.00646, 3.73378], [-0.45384, 2.56180, 2.32772], [-1.45128, 1.86586, 3.60186], [-2.05412, -0.01631, 4.24731], [-4.07311, -0.74513, 5.03211], [-6.07310, -1.16954, 3.84941], [-6.27819, -1.26998, 1.49473], [-4.62967, -1.32295, -0.09060], [-1.81709, -2.28190, -1.70329], [-3.39129, -2.48808, -1.00318], [-2.23155, -4.57491, -0.95542], [-2.51871, -4.01851, 0.69343], [-1.49456, 1.49711, -2.89358], [-1.94834, 1.36500, -1.49523], [-2.64124, 2.48397, -0.89734], [-1.71586, 3.33118, -0.08530], [-0.48929, 3.61636, -0.40381], [-0.05160, 4.46319, 0.61352], [1.20284, 5.03459, 0.80412], [1.40215, 5.80337, 1.93574], [0.37319, 6.00447, 2.87201], [-0.88150, 5.44466, 2.69418], [-1.06760, 4.68153, 1.54431], [-2.13803, 3.94257, 1.06592], [-0.06706, 1.04132, -3.04577], [0.79871, 1.02158, -2.05899], [2.00500, 0.61675, -2.65362], [3.26209, 0.42501, -2.08477], [4.27892, -0.01092, -2.91274], [4.05376, -0.25696, -4.27920], [2.80955, -0.06422, -4.85173], [1.79872, 0.38414, -4.00793], [0.46716, 0.69574, -4.23419], [-1.52503, 2.55040, -3.17804], [-2.12138, 0.93921, -3.58494], [-2.50069, 0.52428, -1.37553], [-3.42983, 2.10228, -0.24657], [-3.12859, 3.12073, -1.64393], [1.99481, 4.86409, 0.08518], [2.37094, 6.25372, 2.11060], [0.56913, 6.60094, 3.75460], [-1.67203, 5.58826, 3.42124], [-3.01916, 3.78771, 1.52311], [3.41833, 0.59222, -1.02456], [5.26323, -0.18775, -2.49637], [4.87195, -0.61025, -4.89506], [2.62325, -0.27520, -5.89662], [-0.09123, 0.43606, -5.04622], [-0.01129, -2.18437, -4.98125], [-1.32322, -1.68836, -4.95272], [-1.37202, -0.49388, -5.76839], [-2.24379, -2.62267, -5.40434], [-1.64330, -1.27497, -3.62044]], "mulliken_charge": [2.5499, -0.5009, -0.8836, -0.2085, 0.5422, 0.2454, -0.6345, -0.5517, -0.6233, -0.4764, -0.9949, 0.7612, -0.2509, -1.5971, -0.5829, -0.9778, 0.2367, 0.4433, -0.9133, -0.5286, -0.5325, -0.5760, -0.7587, 0.6055, 0.6289, -0.6106, -1.2722, 0.0724, 0.3771, 0.4685, 0.3943, -1.0062, 0.6956, 0.3793, 0.3308, 0.3177, 0.3248, 0.2860, 0.3240, 0.7351, 0.4538, 0.4052, -0.5809, 0.8003, 0.2249, 0.3299, 0.3246, 0.3209, 0.2988, -0.3076, 0.7073, 0.4519, 0.3599, -1.3444, 0.5774, -1.6778, 0.8754, -0.5127, 0.6977, -0.5449, -0.5750, -0.4848, -1.1537, 0.2126, 0.0703, 0.2534, -0.3891, -0.0869, -0.6326, -0.6044, -0.5279, -0.9745, 0.6709, 0.1102, 0.4993, 0.4604, -0.0194, 0.3839, 0.5807, 0.5045, 0.3895, 0.3825, 0.4274, 0.2658, 0.4166, 0.4331, 0.3653, 0.4408, 0.5805, -0.3689, 0.1525, -0.4658, -0.3544, -0.0607]}

***

{"formula": "C3H4N2O", "method": "ωB97M-V with the def2-TZVPD basis set", "energy_ha": -301.2426, "fmax_ev_per_a": 6.78, "charge": 0, "de_lowest_kcal_mol": 153.50, "smiles": "CC1=NN1C=O", "gap_ev": 9.295, "species": ["C", "C", "N", "N", "C", "O", "H", "H", "H", "H"], "coordinates": [[-0.91991, 0.60707, 0.03082], [-0.83767, -0.98485, -0.19164], [-0.45055, -2.12590, -0.43937], [0.43590, -1.41914, 0.51655], [1.70212, -1.03223, 0.50588], [2.39877, -0.69243, -0.48493], [-0.51411, 1.26316, -0.70011], [-0.31929, 0.63817, 0.88314], [-1.85520, 1.16982, 0.49268], [2.32618, -0.87115, 1.48353]], "nbo_charge": [-0.6388, 0.4667, -0.1364, -0.5252, 0.4896, -0.5774, 0.2658, 0.2445, 0.2576, 0.1537]}

***

{"formula": "C2H2F3I", "method": "ωB97M-V with the def2-TZVPD basis set", "energy_ha": -674.4665, "fmax_ev_per_a": 5.15, "spin_multiplicity": 3, "charge": 0, "de_lowest_kcal_mol": 32.65, "gap_ev": [6.470, 7.981], "species": ["C", "C", "F", "F", "F", "I", "H", "H"], "coordinates": [[0.87227, -0.55234, 0.48459], [-0.65459, 0.59828, -0.46462], [1.97222, 0.28068, 0.54135], [0.98396, -1.49797, -0.47328], [-0.37873, 1.85607, -0.06301], [-2.55657, -0.10354, 0.11762], [0.26794, -0.81436, 1.42436], [-0.50651, 0.23318, -1.56701]], "lowdin_spin": [0.6966, 0.6745, 0.1264, 0.1224, 0.1303, 0.1798, 0.0353, 0.0347]}

***

{"formula": "C4H7NO2", "method": "ωB97M-V with the def2-TZVPD basis set", "energy_ha": -361.6510, "fmax_ev_per_a": 0.60, "charge": 0, "de_lowest_kcal_mol": 144.23, "smiles": "C=C(N=O)[C@H]1CO1.[H][H]", "gap_ev": [8.454, 8.455], "species": ["C", "C", "N", "O", "C", "C", "O", "H", "H", "H", "H", "H", "H", "H"], "coordinates": [[-1.29397, -0.66269, -0.72627], [-0.28251, 0.07262, -0.25475], [-0.49384, 1.24696, 0.55800], [-1.65510, 1.50458, 0.78755], [1.14435, -0.26949, -0.48900], [2.23920, 0.61071, -0.06953], [1.95107, -0.58592, 0.63592], [-2.31797, -0.31439, -0.66356], [-1.11486, -1.63216, -1.18150], [1.30230, -0.91203, -1.35620], [3.16064, 0.60907, -0.65107], [2.01098, 1.52545, 0.47214], [-2.26390, -0.95184, 1.37521], [-2.38641, -0.24085, 1.56306]], "nbo_charge": [-0.2747, -0.0191, 0.1181, -0.2817, 0.0096, -0.1005, -0.4733, 0.2271, 0.2128, 0.1915, 0.1839, 0.2047, -0.0189, 0.0206]}